104
Properties=species:S:1:pos:R:3:forces:R:3:lowdin_charge:R:1 method="wB97M-V/def2-TZVPD" homo_ev="-16.40 / -16.40" gap_ha="0.1991 / 0.1988" largest_force_ev_per_a=1.72 de_lowest_kj_mol=92.5 charge=+3
Ti 1.634758 0.157328 -1.206197 0.404 1.471 0.797 0.749
Cl 2.264465 -0.128253 -4.289065 -0.040 -0.027 -0.074 0.634
Cl -0.084248 1.213411 -3.072494 0.155 -0.227 -0.178 0.653
S 3.040834 2.066491 -2.118002 -0.240 -0.332 -0.134 0.688
P 3.933186 -0.951151 -0.836362 -0.118 0.124 -0.085 0.785
O 1.710414 1.032119 0.374744 -0.041 -0.275 -0.068 -0.253
O 0.901532 -1.460274 -1.888981 -0.352 -0.561 -0.366 -0.211
N 1.371585 4.111057 -1.096993 0.094 -0.070 -0.073 -0.062
N -0.327317 -0.161484 -0.202993 0.094 -0.078 0.111 0.109
N 0.227578 3.349887 -0.867285 0.033 0.012 0.148 0.122
N 2.738473 5.822852 -1.227016 0.001 0.086 -0.031 0.178
N 3.334199 4.676839 -1.638768 -0.148 -0.077 0.073 0.065
C 5.085482 0.084382 0.088574 0.041 -0.003 -0.018 -0.219
C -2.611277 1.196379 4.048894 0.022 -0.002 -0.028 -0.551
C -1.553692 0.526194 1.865409 -0.017 0.060 0.032 0.078
C 3.839583 -2.524522 0.048511 0.019 0.009 0.040 -0.201
C -0.047430 -4.076955 -3.035811 -0.034 0.014 0.004 -0.529
C 0.497073 6.376353 -0.346370 -0.026 -0.004 -0.018 0.028
C -5.097330 -2.701611 -2.623845 -0.009 -0.003 -0.032 -0.015
C -3.779916 1.930350 3.375587 -0.054 -0.005 -0.007 -0.028
C -1.113114 -1.015597 -0.792858 -0.372 -0.070 -0.024 -0.153
C -5.331212 -1.625907 -0.380912 -0.033 -0.034 0.007 -0.044
C -4.700668 -4.039592 -0.527186 -0.015 -0.028 0.014 -0.013
C 1.056023 -4.621351 -2.120589 0.042 0.002 0.017 -0.017
C 2.253698 2.390582 3.015146 -0.025 0.026 -0.052 -0.522
C -0.472352 0.525086 0.974351 -0.136 0.002 0.083 -0.150
C 2.081174 3.270989 4.255431 0.018 0.001 0.029 -0.039
C -2.204623 -3.202820 -2.000818 0.147 -0.039 -0.056 0.143
C 4.762188 -1.296793 -2.406658 0.028 -0.082 0.018 -0.239
C -0.860048 -3.050365 -2.248067 -0.315 0.059 0.068 -0.050
C 1.539085 5.476252 -0.890578 0.006 0.083 0.035 -0.297
C 0.925783 1.792943 2.550171 -0.243 0.044 -0.082 -0.065
C -3.021021 -0.250125 4.362137 -0.018 0.000 0.016 -0.027
C -1.431861 1.179871 3.077857 -0.031 -0.056 -0.097 -0.116
C 3.178459 1.221180 3.375287 0.052 -0.041 0.001 -0.015
C 0.743087 1.149461 1.328838 0.359 -0.002 -0.038 -0.216
C -4.547663 -2.658943 -1.188543 0.053 0.098 0.052 -0.551
C -2.516569 -1.249596 -0.618926 0.081 -0.069 -0.025 0.079
C -2.271157 1.903273 5.359840 -0.017 0.016 0.038 -0.047
C 2.534575 3.619487 -1.577155 0.233 -0.106 0.102 -0.644
C -0.206243 1.796785 3.372631 0.079 0.019 0.043 0.102
C -3.072105 -2.314197 -1.241349 -0.009 0.030 0.036 -0.101
C 0.690696 0.601472 -4.592198 -0.118 0.038 -0.014 -0.804
C 2.889385 3.257226 1.920073 0.056 0.078 -0.031 -0.027
C -0.319941 -1.863312 -1.703546 0.432 -0.104 -0.133 -0.180
C 0.564209 -3.427666 -4.281323 -0.001 0.024 -0.069 -0.028
C -0.923434 -5.247253 -3.486089 0.017 -0.020 0.007 -0.039
H 2.256357 4.121722 1.694140 -0.033 -0.029 -0.020 0.087
H -3.121137 -0.557986 -0.057542 0.021 0.015 -0.026 0.103
H -1.713996 -4.934612 -4.170594 -0.008 0.013 -0.017 0.101
H -5.246008 -0.622443 -0.802684 0.001 0.009 -0.028 0.095
H -4.610395 -3.458688 -3.239907 0.011 -0.012 -0.010 0.086
H 0.719133 7.393936 -0.658548 0.020 0.006 0.041 0.108
H 3.839193 3.653037 2.281050 0.003 0.000 0.017 0.104
H 0.493586 6.341748 0.744314 -0.022 -0.001 0.006 0.099
H 1.069156 -4.189053 -4.875555 0.018 -0.004 0.004 0.105
H -6.157069 -2.952545 -2.593052 -0.011 -0.003 0.014 0.106
H -1.434899 1.432025 5.879013 0.009 -0.028 0.006 0.097
H 4.289582 4.694297 -1.966546 0.007 0.014 -0.001 0.179
H -4.628513 1.980939 4.057312 -0.004 -0.008 0.014 0.101
H -3.131435 1.849430 6.025456 -0.011 0.009 0.001 0.102
H 4.176783 1.587236 3.618017 0.004 0.008 0.017 0.106
H 1.295061 -2.664148 -4.027541 0.030 0.025 0.025 0.032
H 1.364066 4.077487 4.093294 -0.015 0.014 -0.022 0.101
H 6.045948 -0.432524 0.140904 -0.004 0.008 0.005 0.078
H 3.295158 -3.264124 -0.534399 -0.015 -0.003 -0.008 0.035
H 1.772258 2.700242 5.130862 -0.011 -0.009 0.012 0.095
H -4.306033 -4.039789 0.489549 0.006 0.006 0.014 0.099
H 0.024514 -0.149311 -5.001189 0.022 0.029 -0.039 0.049
H -5.758874 -4.294986 -0.477649 -0.013 0.011 -0.003 0.106
H -0.552065 3.798302 -1.338981 -0.020 -0.024 -0.012 0.116
H 3.260016 0.512970 2.550363 0.008 -0.038 -0.047 0.057
H -4.116964 1.415469 2.473169 0.002 -0.004 -0.012 0.078
H 5.217341 1.039630 -0.416485 0.006 -0.013 -0.007 0.038
H 5.741377 -1.728842 -2.187669 -0.010 0.000 -0.017 0.078
H -0.121969 2.292540 4.326706 0.007 0.021 0.007 0.101
H -2.688861 -4.069871 -2.426792 0.007 -0.014 0.004 0.109
H 3.085743 2.701035 1.004153 0.020 0.016 0.029 0.054
H -0.496323 6.112163 -0.707321 0.002 0.010 -0.013 0.088
H 0.635830 -5.137014 -1.256259 -0.014 -0.009 0.010 0.106
H -4.996044 -1.734901 -3.118646 0.005 0.022 -0.002 0.099
H -4.209180 -4.834911 -1.088699 0.013 -0.010 -0.013 0.087
H 4.192962 -2.012169 -3.000227 -0.020 0.011 -0.006 0.050
H 0.045554 3.341478 0.133891 -0.042 0.028 -0.013 0.109
H -3.331530 -0.793570 3.468130 -0.008 -0.015 -0.016 0.074
H -3.507869 2.952006 3.105420 0.017 0.014 0.011 0.095
H 4.858356 -2.883842 0.209483 -0.020 -0.020 0.013 0.078
H 4.724046 0.261953 1.097496 -0.036 0.008 0.044 0.034
H -0.207618 -2.984155 -4.914544 -0.029 -0.007 -0.003 0.099
H -0.301064 -5.963360 -4.020693 0.006 -0.004 -0.007 0.106
H 3.039237 3.729306 4.499139 0.009 -0.010 0.007 0.103
H 0.811693 1.461720 -5.240494 -0.010 -0.040 -0.019 0.057
H -5.016080 -1.602467 0.664783 0.017 -0.004 0.015 0.089
H 3.356336 -2.401339 1.017785 0.002 0.024 0.001 0.065
H -2.044988 2.961146 5.214607 0.013 0.016 -0.022 0.096
H -1.370830 -5.778824 -2.644622 -0.007 -0.006 0.022 0.100
H 1.702461 -3.819521 -1.765476 0.031 0.012 -0.023 0.047
H 2.798664 0.678824 4.241369 -0.008 -0.007 0.006 0.104
H 4.912195 -0.377772 -2.973865 -0.007 0.005 0.005 0.042
H -6.387613 -1.889527 -0.390075 -0.007 -0.005 0.005 0.104
H -2.207381 -0.801994 4.834141 0.025 0.001 0.004 0.099
H -3.866840 -0.249607 5.048699 -0.014 0.006 0.011 0.101
H -2.468102 0.006349 1.634535 0.007 0.001 0.014 0.099
H 1.672774 -5.333577 -2.668227 -0.001 -0.013 -0.013 0.107

98
Properties=species:S:1:pos:R:3:forces:R:3:mulliken_spin:R:1 method="wB97M-V/def2-TZVPD" homo_ev="-17.93 / -17.95" gap_ha="0.2600 / 0.1718" largest_force_ev_per_a=1.76 multiplicity=5 de_lowest_kj_mol=39.9 s_squared=6.07 charge=+3
Ru 0.672854 0.391953 0.528087 1.629 0.410 -0.532 2.226
Cl 5.400239 -0.911998 -0.941330 -0.266 0.028 -0.198 0.002
P -1.243507 -0.263386 1.808795 -0.698 -0.053 1.147 0.287
O 1.314874 2.535013 1.172445 -0.451 -0.866 -0.082 0.112
O 2.626895 0.704115 -0.399518 -0.394 -0.351 0.033 0.026
O 2.552857 -0.561006 1.362543 -1.312 -0.011 0.179 0.183
C -1.632578 -1.519670 -0.662962 0.249 0.167 0.004 0.257
C -2.329297 0.550392 -3.452818 -0.067 0.028 0.163 0.016
C 2.151303 -3.616898 -0.284911 -0.126 0.028 0.073 0.004
C -3.466772 -1.749712 0.879732 0.531 0.438 0.256 0.223
C -0.161564 -0.757512 4.338866 -0.010 0.006 0.085 0.002
C -2.919674 1.781792 1.081321 0.037 0.047 0.190 0.055
C 2.754149 1.691107 -4.368319 -0.279 0.031 -0.134 0.001
C 1.679795 -0.137043 -2.968175 -0.162 -0.125 -0.026 0.016
C 1.739726 -1.379671 -2.310049 -0.207 0.103 0.202 0.049
C 0.618253 0.711436 -2.673040 -0.120 -0.016 -0.028 0.044
C 1.329740 3.504224 0.091778 -0.153 0.310 -0.215 0.021
C 2.117869 1.922609 3.409302 -0.122 0.008 -0.183 -0.002
C -2.322094 -2.344633 -1.599308 -0.470 -0.413 -0.166 0.020
C 2.394273 -0.642720 -5.298959 -0.413 0.024 -0.034 -0.001
C 3.233550 0.005173 0.463676 0.966 0.195 -0.249 0.018
C -0.874767 -1.518841 3.227708 0.401 0.219 -0.742 -0.075
C -0.439215 0.321257 -1.865501 -0.292 0.047 -0.122 0.078
C -1.441690 2.256937 3.023355 -0.013 0.084 0.096 -0.009
C 4.743178 -0.150961 0.514546 -0.191 0.012 -0.023 0.006
C 0.769704 -1.806418 -1.414085 0.112 -0.031 -0.461 0.111
C -3.554952 -2.855093 -1.308226 0.145 -0.048 -0.191 0.121
C 0.357546 4.643276 0.335853 0.111 -0.211 0.053 0.005
C -1.681895 2.543075 -2.075330 -0.022 -0.115 0.064 0.025
C -2.105319 -2.247908 3.740560 -0.133 0.057 0.133 -0.009
C 0.804062 -3.234649 -0.908854 0.083 -0.026 -0.055 0.059
C -1.772735 1.013978 -2.091354 -0.008 0.082 0.079 0.067
C 2.654792 0.207146 -4.046422 0.572 -0.050 0.145 0.003
C -0.345625 -0.926411 -1.132990 0.287 0.328 0.602 -0.191
C 0.492707 -4.202590 -2.067342 -0.049 0.025 0.141 0.013
C -2.353369 1.209892 2.387491 0.386 -0.188 -0.645 -0.053
C -4.146320 -2.549503 -0.067115 -0.206 -0.271 -0.343 0.187
C 2.174056 2.919615 2.277894 0.204 0.188 0.439 0.005
C -3.466094 0.822244 3.345484 -0.073 -0.001 0.100 0.002
C 0.085349 -2.535020 2.591980 -0.029 0.002 0.126 0.072
C -2.215169 -1.243681 0.609016 -0.261 -0.054 0.015 -0.008
H -3.947573 -1.542508 1.823341 -0.059 -0.045 -0.018 0.035
H -0.769384 0.040096 4.763636 0.024 0.004 -0.006 0.000
H -2.576343 -2.864844 2.976703 0.003 -0.044 0.020 0.004
H -0.438687 -3.206176 1.910441 0.002 0.004 -0.031 -0.008
H -1.066514 2.911988 -1.252918 -0.063 0.024 -0.073 -0.012
H -4.158378 0.090743 2.932976 -0.018 -0.020 0.064 0.003
H 0.791501 -0.359821 3.992045 -0.019 0.037 0.053 -0.005
H 2.911639 -3.765075 -1.052389 0.012 0.041 -0.003 0.001
H 0.516743 -3.152123 3.383351 -0.015 -0.009 -0.011 0.000
H -2.679882 2.967708 -1.970627 0.003 0.025 -0.018 0.003
H -2.502368 -0.524836 -3.485693 0.012 -0.014 -0.065 0.003
H 2.864043 2.294485 -3.465248 0.054 0.021 -0.024 -0.001
H -1.647049 0.815944 -4.259666 0.004 -0.001 -0.009 -0.004
H 3.620104 -0.101895 -3.654020 0.333 -0.128 0.105 0.001
H -3.091540 0.480024 4.308168 -0.010 -0.036 -0.021 -0.001
H 0.524453 1.638342 -3.224074 0.038 0.028 0.077 0.002
H 0.546937 -5.225716 -1.696469 -0.001 -0.010 -0.029 0.000
H 1.829810 3.890351 2.638790 -0.032 0.017 -0.127 0.001
H 2.636102 0.994065 3.181499 0.006 -0.029 -0.017 -0.001
H 1.880312 2.040479 -4.926587 0.018 0.028 0.044 0.000
H 3.615933 1.869154 -5.008532 0.033 -0.005 0.046 0.000
H -0.503018 -4.051987 -2.482334 0.062 -0.074 -0.061 0.000
H 1.422941 -0.385006 -5.730311 0.037 -0.003 -0.031 0.000
H -1.272397 2.924779 -3.010538 0.039 0.019 0.013 0.001
H -2.845158 -1.598351 4.202420 -0.003 -0.011 -0.046 0.001
H 2.506350 -2.864165 0.416382 0.027 -0.011 0.051 -0.003
H -5.133176 -2.932567 0.167586 0.016 -0.002 0.019 -0.025
H -3.281550 1.048110 -3.635779 -0.007 -0.019 -0.020 -0.001
H -3.427112 2.725336 1.291999 0.015 -0.007 0.034 -0.001
H 0.448029 5.369889 -0.471487 -0.011 0.003 -0.014 0.001
H 2.583874 2.357718 4.292629 0.016 0.023 -0.008 0.000
H -4.069871 -3.480312 -2.026207 -0.074 0.029 0.047 0.003
H -4.055886 1.721162 3.544424 0.035 0.025 -0.045 0.001
H 5.000401 -0.788515 1.354836 -0.050 0.083 0.082 -0.001
H 1.219925 -4.096760 -2.871860 0.011 0.001 0.000 -0.001
H 2.048395 -4.561786 0.248371 0.022 -0.006 -0.020 0.001
H 3.191246 3.044435 1.897623 -0.055 -0.046 -0.102 0.001
H -2.024110 3.166611 3.188395 -0.065 -0.045 -0.024 0.001
H 0.052382 -1.451919 5.153892 0.017 -0.054 -0.053 0.001
H -1.061151 1.952928 3.996748 0.019 -0.023 -0.043 -0.001
H -1.869621 -2.548230 -2.559672 0.054 0.063 0.023 -0.005
H 3.154839 -0.441888 -6.050196 0.052 -0.011 0.037 0.000
H 0.013509 -3.351318 -0.158794 0.037 0.040 0.046 0.015
H -1.765491 -2.931009 4.523390 0.031 -0.025 -0.041 0.002
H 1.060029 2.954688 -0.813142 0.111 -0.026 0.004 -0.008
H 2.349578 3.871906 -0.033027 0.026 -0.107 0.030 0.004
H -2.113471 1.991173 0.372661 -0.120 0.056 0.038 -0.016
H 2.387493 -1.712087 -5.084962 0.083 0.007 0.008 0.001
H 0.573318 5.160187 1.269405 -0.024 0.039 -0.006 0.000
H -2.478232 0.682755 -1.320509 0.056 0.055 -0.013 0.046
H -3.650537 1.118639 0.617823 0.006 -0.008 -0.049 0.004
H -0.612967 2.516999 2.368265 -0.006 0.062 0.051 0.019
H 0.916017 -2.051183 2.072698 0.033 -0.098 0.039 -0.024
H 5.212159 0.824905 0.625821 -0.039 0.051 0.011 0.001
H -0.671944 4.281631 0.358866 -0.002 0.071 0.066 -0.002
H 2.561724 -2.046641 -2.538592 0.054 -0.004 0.014 -0.005
H 1.078486 1.709576 3.654627 0.086 0.026 0.106 0.003